(1)
Here is a molecular structure, C14H28AuN4O4PS2 from OMol25. Energies are from ωB97M-V with the def2-TZVPD basis set.

Results
Kohn-Sham gap (alpha / beta) = 0.189 / 0.181 hartree
Multiplicity = 2
HOMO (alpha / beta) = -0.3753 / -0.3649 hartree
Total charge = +1
LUMO level (alpha / beta) = -5.1 / -5.0 eV

CARTESIAN COORDINATES (ANGSTROEM)
Au  -1.012  -0.003  0.760
C  -0.540  4.815  -2.783
C  -1.481  4.985  -1.607
O  -2.116  3.753  -1.283
P  -1.310  2.477  -0.762
S  0.363  3.634  0.600
S  -1.859  2.195  1.235
O  -2.316  1.314  -1.393
C  -2.841  1.354  -2.711
C  -1.997  0.544  -3.679
H  -0.034  5.750  -2.995
H  -1.082  4.498  -3.669
H  0.212  4.063  -2.545
H  -2.296  5.671  -1.842
H  -0.931  5.361  -0.739
H  -2.927  2.394  -3.034
H  -3.848  0.931  -2.646
H  -0.999  0.963  -3.777
H  -2.474  0.532  -4.655
H  -1.907  -0.478  -3.318
N  -3.157  -1.027  0.755
C  -3.419  -1.944  -0.356
C  -2.525  -3.182  -0.304
C  -1.062  -2.928  -0.647
N  -0.368  -2.201  0.422
H  -3.309  -1.492  1.646
H  -3.790  -0.233  0.718
H  -3.246  -1.392  -1.281
H  -4.463  -2.282  -0.348
H  -2.909  -3.909  -1.019
H  -2.593  -3.637  0.688
H  -0.991  -2.329  -1.557
H  -0.576  -3.894  -0.832
H  0.626  -2.168  0.227
H  -0.492  -2.694  1.302
O  3.260  -4.302  4.022
C  4.134  -3.212  4.110
N  3.504  -2.167  3.342
C  4.173  -1.130  2.800
O  5.351  -0.927  2.981
C  3.357  -0.267  1.877
C  4.049  0.562  0.995
C  3.348  1.267  0.037
C  1.973  1.103  -0.022
N  1.306  0.358  0.848
C  1.972  -0.297  1.790
H  3.596  -5.030  4.554
H  5.123  -3.430  3.677
H  4.274  -2.889  5.156
H  2.534  -2.356  3.144
H  5.123  0.623  1.085
H  3.851  1.907  -0.669
H  1.387  1.581  -0.792
H  1.357  -0.840  2.495

Atom charges from the natural (NBO) analysis, given in e for atoms 1 to 6: number 1, Au, carries 0.77; number 2, C, carries -0.64; number 3, C, carries -0.07; number 4, O, carries -0.84; number 5, P, carries 1.40; number 6, S, carries -0.17

(2)
Here is 7 unconnected molecules or ions with the total composition C14H28Br14 from OMol25. Energies are from ωB97M-V with the def2-TZVPD basis set.

Results
Kohn-Sham gap = 0.368 hartree
HOMO = -0.3617 hartree
Total charge = 0
LUMO level = 0.2 eV

CARTESIAN COORDINATES (ANGSTROEM)
Br  16.519  4.505  12.038
C  18.101  5.757  12.120
C  18.157  6.567  10.848
Br  19.757  7.725  10.990
H  19.056  5.238  12.200
H  18.066  6.424  12.982
H  17.296  7.226  10.736
H  18.235  5.915  9.978
Br  15.475  -3.954  15.585
C  14.092  -2.531  15.849
C  12.985  -3.155  16.619
Br  13.532  -4.079  18.288
H  13.859  -2.045  14.901
H  14.529  -1.764  16.488
H  12.541  -3.960  16.033
H  12.219  -2.414  16.845
Br  11.120  8.178  10.129
C  10.333  6.469  9.507
C  8.931  6.783  9.102
Br  7.959  5.211  8.453
H  10.398  5.786  10.354
H  10.895  6.031  8.682
H  8.990  7.493  8.278
H  8.362  7.193  9.936
Br  14.190  5.996  19.161
C  15.834  5.241  19.991
C  15.498  4.548  21.345
Br  14.261  2.971  21.094
H  16.514  6.064  20.209
H  16.329  4.476  19.392
H  15.105  5.257  22.074
H  16.388  4.156  21.836
Br  18.205  12.449  15.543
C  19.845  13.564  15.426
C  21.100  12.711  15.782
Br  22.546  13.883  15.134
H  19.738  14.317  16.207
H  19.978  13.873  14.389
H  21.155  11.711  15.351
H  21.160  12.485  16.847
Br  17.993  11.483  2.655
C  16.368  10.814  3.527
C  16.454  10.798  5.083
Br  16.506  12.596  5.784
H  16.196  9.776  3.245
H  15.599  11.423  3.053
H  17.364  10.291  5.406
H  15.584  10.421  5.622
Br  22.620  5.254  3.968
C  23.241  5.126  2.082
C  24.253  6.204  1.749
Br  24.973  5.868  -0.041
H  22.469  5.206  1.317
H  23.764  4.177  1.963
H  25.111  6.240  2.419
H  23.728  7.159  1.711

Atom charges from the natural (NBO) analysis, given in e for atoms 1 to 6: number 1, Br, carries -0.03; number 2, C, carries -0.42; number 3, C, carries -0.43; number 4, Br, carries -0.02; number 5, H, carries 0.22; number 6, H, carries 0.23

(3)
Here is 7 unconnected molecules or ions with the total composition C14H28Br14 from OMol25. Energies are from ωB97M-V with the def2-TZVPD basis set.

Results
Kohn-Sham gap = 0.369 hartree
HOMO = -0.3684 hartree
Total charge = 0
LUMO level = 0.0 eV

CARTESIAN COORDINATES (ANGSTROEM)
Br  -1.292  -6.543  -0.433
C  -2.119  -5.205  0.754
C  -1.161  -4.695  1.880
Br  -0.587  -6.204  3.063
H  -2.986  -5.686  1.206
H  -2.513  -4.449  0.075
H  -1.525  -3.854  2.470
H  -0.278  -4.269  1.404
Br  2.332  -5.599  -5.415
C  2.007  -4.224  -3.991
C  1.133  -4.925  -2.900
Br  1.025  -3.610  -1.405
H  1.441  -3.430  -4.478
H  2.978  -3.863  -3.652
H  1.610  -5.827  -2.518
H  0.140  -5.206  -3.251
Br  0.628  7.478  5.363
C  1.035  6.210  4.016
C  -0.013  5.153  4.081
Br  0.155  3.811  2.587
H  2.079  5.928  4.153
H  0.933  6.716  3.055
H  -1.018  5.573  4.037
H  0.096  4.720  5.076
Br  -2.116  -1.364  1.691
C  -0.502  -0.797  0.561
C  0.301  0.290  1.301
Br  1.619  0.962  -0.025
H  -0.951  -0.465  -0.375
H  0.088  -1.702  0.411
H  0.726  0.023  2.268
H  -0.223  1.215  1.545
Br  -3.260  3.571  4.853
C  -3.451  3.514  2.832
C  -3.320  2.102  2.288
Br  -2.614  2.219  0.401
H  -2.743  4.230  2.415
H  -4.425  3.891  2.522
H  -4.219  1.485  2.257
H  -2.538  1.585  2.844
Br  -0.569  2.803  -3.082
C  -1.963  1.385  -3.132
C  -2.458  1.240  -4.566
Br  -3.844  -0.166  -4.675
H  -2.715  1.623  -2.380
H  -1.541  0.473  -2.710
H  -1.682  0.879  -5.241
H  -2.952  2.135  -4.942
Br  4.771  2.421  -1.690
C  5.624  0.667  -1.394
C  4.619  -0.445  -1.672
Br  5.644  -2.181  -1.677
H  6.125  0.712  -0.427
H  6.494  0.565  -2.043
H  3.987  -0.224  -2.532
H  3.989  -0.641  -0.804

Atom charges from the natural (NBO) analysis, given in e for atoms 1 to 6: number 1, Br, carries -0.02; number 2, C, carries -0.44; number 3, C, carries -0.44; number 4, Br, carries -0.02; number 5, H, carries 0.22; number 6, H, carries 0.24

(4)
Here is a molecular structure, C14H28Cl3F3N3O6Y from OMol25. Energies are from ωB97M-V with the def2-TZVPD basis set.

Results
Kohn-Sham gap = 0.296 hartree
HOMO = -0.5590 hartree
Total charge = +2
LUMO level = -7.2 eV

CARTESIAN COORDINATES (ANGSTROEM)
Y  27.710  -20.920  -1.508
O  27.064  -23.050  -1.674
H  27.489  -23.903  -1.634
C  27.060  -21.944  1.879
O  27.686  -21.627  0.848
N  27.646  -22.434  2.954
C  26.864  -22.841  4.123
C  29.066  -22.551  3.109
H  25.970  -21.980  1.954
H  25.871  -22.400  4.152
H  27.356  -22.490  5.029
H  26.865  -23.933  4.107
H  29.599  -22.030  2.302
H  29.498  -21.993  3.942
H  29.440  -23.572  3.032
C  25.874  -20.355  -4.405
O  26.558  -20.830  -3.468
N  25.412  -21.056  -5.417
C  25.684  -22.486  -5.471
C  24.610  -20.419  -6.434
H  25.535  -19.314  -4.432
H  26.221  -22.818  -4.591
H  26.229  -22.758  -6.379
H  24.737  -23.010  -5.621
H  24.438  -19.357  -6.283
H  25.113  -20.400  -7.413
H  23.755  -21.062  -6.646
C  30.966  -22.257  -1.015
O  29.720  -22.158  -1.058
N  31.714  -22.405  -2.109
C  33.129  -22.752  -1.977
C  31.211  -22.655  -3.432
H  31.569  -22.227  -0.100
H  33.703  -22.334  -2.805
H  33.281  -23.830  -2.092
H  33.603  -22.449  -1.047
H  30.123  -22.643  -3.494
H  31.622  -21.961  -4.169
H  31.525  -23.639  -3.789
C  30.306  -26.672  0.512
C  29.481  -25.664  -0.256
O  28.675  -26.186  -1.282
C  29.129  -26.202  -2.524
O  30.201  -25.840  -2.891
C  28.081  -26.779  -3.481
F  27.275  -25.762  -3.831
F  28.583  -27.293  -4.554
F  27.323  -27.675  -2.876
H  30.569  -26.335  1.512
H  31.230  -26.966  0.006
H  29.765  -27.619  0.580
H  30.080  -24.798  -0.552
H  28.793  -25.215  0.469
C  24.785  -24.394  0.056
Cl  23.941  -23.005  -0.764
Cl  24.722  -25.818  -0.971
Cl  24.137  -24.571  1.653
H  25.832  -24.142  0.163

Atom charges from the Löwdin analysis, given in e for atoms 1 to 6: number 1, Y, carries 1.86; number 2, O, carries -0.41; number 3, H, carries -0.04; number 4, C, carries -0.27; number 5, O, carries -0.15; number 6, N, carries -0.15

Energy relative to the best compared isomer or geometry (same formula, charge and spin)
In order: 339.1, 220.5, 146.1, 0.0
Unit: kJ/mol
Calculated total energy
In order: -2343.40228, -36586.38566, -36586.41399, -2884.04683
Unit: Ha